The following is a DFT calculation (wB97M-V/def2-TZVPD) of C48H44Cl6N7NaO5S as an isolated structure in a non-equilibrium geometry.

```
112
Properties=species:S:1:pos:R:3:forces:R:3:lowdin_charge:R:1
Na 1.7912 -0.3693 0.5787 0.09 0.04 0.02 0.13
Cl 6.3395 -5.0262 -1.6370 -0.02 0.07 -0.01 0.58
C 5.3712 -3.5647 -1.6284 -0.01 0.05 -0.08 -0.70
C 5.0778 -2.9672 -0.4099 0.02 0.04 0.13 -0.06
C 4.2794 -1.8258 -0.3242 0.05 0.08 -0.17 -0.20
N 3.8122 -1.3100 0.8761 0.30 -0.24 -0.02 0.09
C 4.4888 -1.3084 2.0060 0.07 -0.07 -0.19 -0.52
O 5.6977 -1.5337 2.2490 -0.21 -0.10 0.03 -0.04
C 3.5990 -0.9275 3.1880 -0.04 0.27 -0.14 -0.19
C 3.8299 -1.4891 4.4404 0.04 0.02 0.16 -0.02
C 3.0399 -1.0976 5.5072 -0.08 0.07 -0.08 -0.08
C 2.0514 -0.1395 5.3001 0.11 -0.05 0.02 -0.07
C 1.8929 0.3666 4.0205 0.06 -0.12 -0.21 -0.14
N 2.6354 -0.0236 2.9806 -0.10 -0.22 0.32 0.13
C 3.7810 -1.2463 -1.5431 0.06 0.07 0.04 -0.20
C 4.1247 -1.8509 -2.7592 0.01 0.07 0.04 -0.07
C 4.8973 -3.0049 -2.8027 0.05 0.00 0.09 -0.70
Cl 5.2605 -3.7163 -4.3634 -0.01 0.02 0.07 0.58
N 2.9021 -0.1835 -1.4033 0.19 -0.13 -0.32 0.06
C 2.4303 0.5283 -2.4069 0.02 -0.08 -0.06 -0.51
O 2.7572 0.5861 -3.6140 -0.13 0.00 0.15 -0.04
C 1.2425 1.4079 -1.9707 0.23 0.02 0.21 -0.20
C 0.4445 1.9984 -2.9471 -0.05 0.14 -0.03 -0.03
C -0.6607 2.7363 -2.5572 0.06 -0.05 0.07 -0.09
C -0.9307 2.8867 -1.2005 -0.01 0.02 -0.11 -0.07
C -0.0686 2.2905 -0.2947 0.23 -0.20 -0.05 -0.13
N 0.9855 1.5567 -0.6648 -0.35 0.21 -0.24 0.09
H 5.4566 -3.4070 0.5036 0.00 0.03 -0.03 0.10
H 4.6226 -2.2174 4.5493 0.02 0.05 -0.03 0.11
H 3.1899 -1.5281 6.4910 -0.01 -0.02 0.00 0.09
H 1.4145 0.2029 6.1070 0.00 -0.01 -0.02 0.10
H 1.1378 1.1201 3.8082 0.03 -0.11 -0.02 0.09
H 3.7584 -1.4104 -3.6751 0.00 0.01 0.01 0.09
H 0.7274 1.8586 -3.9825 -0.01 -0.02 0.02 0.11
H -1.3089 3.1951 -3.2964 0.01 0.01 -0.03 0.10
H -1.7839 3.4556 -0.8516 0.02 0.00 0.00 0.09
H -0.2305 2.3794 0.7762 0.00 -0.08 -0.06 0.09
Cl -3.3185 -3.2344 5.4828 0.09 0.07 -0.07 0.57
C -2.2844 -2.3282 4.3831 -0.05 0.01 0.02 -0.69
C -1.3468 -2.9995 3.6079 0.05 -0.03 0.00 -0.16
C -0.5614 -2.2930 2.7226 0.00 0.05 0.00 -0.56
Cl 0.6730 -3.1106 1.8114 -0.17 -0.01 0.18 0.74
C -0.6822 -0.8770 2.5057 0.10 0.17 -0.10 -0.53
O -0.0231 -0.2389 1.6390 -0.90 -0.09 0.43 -0.15
C -1.6080 -0.2632 3.4058 -0.07 -0.04 0.04 -0.58
Cl -1.7073 1.4908 3.3569 -0.10 -0.17 -0.03 0.66
C -2.4070 -0.9534 4.3032 0.06 0.08 -0.06 -0.17
H -1.2205 -4.0701 3.7053 0.01 0.03 -0.01 0.10
H -3.1095 -0.4205 4.9311 0.02 -0.01 -0.01 0.09
C -3.9626 0.5432 -5.2363 0.00 0.07 0.03 -0.04
C -4.0138 -0.9172 -4.7749 -0.04 -0.08 -0.13 -0.52
C -3.5177 -1.8072 -5.9285 0.03 0.03 0.01 -0.04
C -5.4719 -1.2970 -4.4890 -0.03 0.00 0.05 -0.05
C -3.1411 -1.1388 -3.4965 0.03 -0.06 0.11 -0.42
O -3.0457 -2.5335 -3.2108 0.01 0.06 -0.15 0.00
C -3.7101 -0.3595 -2.2749 0.08 -0.14 0.08 -0.09
C -4.4197 -1.2287 -1.2257 0.02 0.26 0.01 -0.14
C -5.1070 -0.3711 -0.1919 -0.02 -0.04 -0.02 -0.22
C -4.4299 0.1158 0.9236 0.00 -0.01 0.00 0.00
C -5.0795 0.9208 1.8526 0.11 -0.05 -0.02 -0.09
C -6.4112 1.2404 1.6586 0.01 0.01 0.05 -0.67
Cl -7.2407 2.2382 2.8336 0.04 -0.03 -0.06 0.62
C -7.1073 0.7777 0.5567 -0.03 -0.01 -0.06 -0.12
C -6.4461 -0.0255 -0.3610 -0.01 0.03 0.02 -0.04
C -1.6945 -0.6893 -3.7839 -0.01 -0.15 0.20 -0.06
N -0.7140 -1.3387 -2.9456 -0.08 0.00 -0.05 -0.10
C -0.4636 -1.2224 -1.6288 0.03 0.05 0.00 -0.14
N 0.5175 -2.0225 -1.2813 -0.07 -0.19 -0.17 0.11
C 0.8358 -2.6403 -2.4524 -0.05 0.08 0.08 -0.19
N 0.1141 -2.2650 -3.4880 0.00 0.05 0.27 0.13
H -4.5560 0.6573 -6.1482 0.02 0.00 0.03 0.09
H -2.9399 0.8537 -5.4645 -0.09 -0.01 -0.01 0.08
H -4.3684 1.2312 -4.4893 0.04 -0.03 -0.07 0.08
H -4.2913 -1.8786 -6.6993 0.05 0.04 0.03 0.08
H -3.2856 -2.8110 -5.5737 -0.02 0.01 -0.02 0.09
H -2.6201 -1.4013 -6.4008 -0.07 -0.04 0.02 0.08
H -6.0823 -1.0956 -5.3731 0.01 -0.02 0.02 0.08
H -5.8953 -0.7258 -3.6582 0.02 -0.04 -0.07 0.07
H -5.5696 -2.3646 -4.2659 -0.01 0.06 0.00 0.09
H -3.9052 -2.8581 -2.9291 -0.01 0.03 0.03 0.08
H -4.4078 0.4047 -2.6212 0.04 0.04 0.05 0.10
H -2.9062 0.1796 -1.7654 -0.06 0.00 -0.06 0.11
H -3.6899 -1.8839 -0.7501 -0.02 -0.06 0.01 0.13
H -5.1841 -1.8514 -1.7010 0.03 -0.06 0.02 0.10
H -3.3841 -0.1399 1.0847 -0.09 0.04 0.02 0.12
H -4.5454 1.2874 2.7181 0.03 0.01 0.01 0.08
H -8.1497 1.0375 0.4244 0.03 -0.01 0.00 0.10
H -6.9879 -0.3969 -1.2262 0.02 0.00 0.04 0.11
H -1.6122 0.3887 -3.6522 0.00 0.02 -0.06 0.11
H -1.4084 -0.9556 -4.7955 0.07 0.06 -0.04 0.12
H -0.9719 -0.5369 -0.9578 0.09 -0.09 -0.15 0.13
H 1.6315 -3.3667 -2.5364 -0.07 0.09 -0.02 0.11
C 3.3355 3.4995 5.9992 -0.01 0.00 -0.10 -0.06
C 3.4929 3.3143 4.5100 -0.04 0.09 -0.01 -0.29
C 4.3720 2.3717 3.9911 0.10 0.08 -0.01 -0.05
C 4.4771 2.1680 2.6231 0.09 0.01 -0.14 -0.08
C 3.7136 2.9341 1.7521 -0.07 -0.13 0.06 -0.36
C 2.8313 3.8821 2.2494 -0.01 0.05 0.05 -0.07
C 2.7262 4.0690 3.6223 0.05 -0.08 -0.02 -0.05
S 3.7260 2.6842 -0.0397 0.03 0.76 0.26 0.93
C 5.5210 2.7865 -0.1900 0.09 -0.18 -0.13 -0.23
O 3.1959 3.9772 -0.6005 0.15 -0.41 0.10 -0.53
H 3.9806 2.8158 6.5521 -0.01 0.01 -0.02 0.07
H 2.3028 3.3068 6.3006 0.03 -0.01 0.02 0.07
H 3.5803 4.5223 6.2976 0.00 -0.02 0.01 0.07
H 4.9602 1.7560 4.6642 -0.04 -0.02 -0.03 0.12
H 5.1270 1.3820 2.2485 -0.04 0.07 0.05 0.11
H 2.2425 4.4633 1.5482 0.04 -0.03 0.03 0.10
H 2.0284 4.8036 4.0145 0.01 -0.03 -0.04 0.11
H 5.8946 3.6434 0.3708 -0.02 -0.04 -0.06 0.06
H 5.7163 2.8975 -1.2575 0.02 -0.05 0.06 0.05
H 5.9548 1.8461 0.1656 -0.04 0.16 -0.06 0.06
```
Positions in Å, forces in eV/Å.

Calculated values
- Energy: -5936.88042 a.u.
- LUMO energy: 3.325 eV
- Charge: -2
- Largest force on an atom: 1.00 eV Å⁻¹
- HOMO-LUMO gap: 5.0498 eV
- HOMO energy: -1.7 eV